1.
Below is the molecule C5H9N2O3P, with properties calculated with ωB97M-V/def2-TZVPD.

- ΔE to the lowest compared entry with this formula, charge and spin: 218.0 kJ/mol
- HOMO: -7.93 eV
- Orbital gap: 8.5 eV
- SMILES: C[P@@](N)(=O)[C@@H]1C=C(O)N=C1O

XYZ file:
```
20
Properties=species:S:1:pos:R:3:forces:R:3
C 0.68646 1.87843 1.00629 0.82 2.81 -2.42
P -0.36187 1.47484 -0.49873 3.23 -1.39 -0.82
N -1.95286 1.30566 -0.01033 0.29 1.31 -0.11
O -0.05044 2.40485 -1.63982 -1.14 -1.19 1.31
C 0.05365 -0.48148 -1.00815 1.02 2.92 -1.40
C -0.56661 -1.62639 -0.40704 -2.62 -1.55 1.62
C 0.34872 -2.58704 -0.13051 -1.51 1.98 -1.60
O 0.02937 -3.83741 0.19126 -1.06 0.31 0.21
N 1.60200 -2.15966 -0.51311 2.04 0.56 -0.18
C 1.51965 -0.94748 -0.99165 -0.46 -1.44 0.63
O 2.56994 -0.20698 -1.36680 2.14 -0.93 -0.83
H 0.55755 1.08871 1.61220 -0.39 -3.06 2.47
H 1.83910 1.88589 0.73574 -2.55 0.52 0.44
H 0.24306 2.77989 1.58292 1.13 -1.13 -1.29
H -2.02003 1.09282 1.00045 -0.26 0.41 -0.87
H -2.27376 2.25982 -0.28307 -0.63 -0.89 0.79
H -0.33239 -0.42226 -2.07389 0.74 0.20 0.83
H -1.66725 -1.77682 -0.36754 1.03 0.19 0.08
H 0.77286 -4.37891 0.35354 1.53 -0.72 0.21
H 3.47859 -0.72186 -1.54205 -3.35 1.10 0.93
```
Forces are in eV/Å.

2.
Below is a cluster of 2 separate species, P4S5 in total, with properties calculated with ωB97M-V/def2-TZVPD.

- ΔE to the lowest compared entry with this formula, charge and spin: 231.8 kJ/mol
- HOMO (alpha / beta): -9.10 / -9.10 eV
- Orbital gap (alpha / beta): 6.1 / 6.1 eV

XYZ file:
```
9
Properties=species:S:1:pos:R:3:forces:R:3
P 0.76011 0.55517 -1.68648 -0.21 -0.27 0.51
P 1.14719 1.83454 0.17655 -0.28 -0.58 0.13
P 1.44919 -1.55621 0.75439 -0.51 0.74 -0.30
P -1.24360 0.05668 -0.63575 -0.62 -0.16 1.11
S -4.23000 -0.39642 -0.00806 1.45 0.22 -0.46
S 1.88789 -1.16239 -1.32353 -0.36 0.30 0.22
S 1.90223 0.37532 1.55039 0.09 -0.07 -0.35
S -0.97909 1.83666 0.51990 0.22 -0.16 -0.51
S -0.69392 -1.54334 0.65258 0.22 -0.01 -0.34
```
Forces are in eV/Å.

3.
Below is a cluster of 9 separate species, C46H54F6O7S2 in total, with properties calculated with ωB97M-V/def2-TZVPD.

- Multiplicity: 2
- HOMO (alpha / beta): 0.12 / -4.79 eV
- ⟨S²⟩: 0.7576
- Orbital gap (alpha / beta): 2.0 / 6.9 eV
- Charge: -1

XYZ file:
```
115
Properties=species:S:1:pos:R:3:forces:R:3
C -13.18810 38.00435 22.69047 1.14 -0.26 1.59
C -13.97916 37.07064 21.85675 -0.12 -0.07 -1.89
C -12.86787 36.54710 20.91476 -0.60 -1.46 2.03
O -11.76882 36.31077 21.83447 -0.37 0.02 -0.03
C -11.93534 37.16821 23.01506 1.54 0.68 -2.26
H -13.61793 38.30498 23.64596 -0.37 0.42 -0.26
H -12.79331 38.82787 22.09543 -0.53 0.38 0.17
H -14.67361 37.55453 21.16995 -0.59 0.14 0.46
H -14.45954 36.30425 22.46501 0.01 -0.22 -0.27
H -12.69785 37.23667 20.08790 0.55 0.23 0.21
H -13.10984 35.55995 20.52096 -0.12 0.04 -0.29
H -11.08041 37.82509 22.85477 0.22 0.44 0.78
H -11.74011 36.66588 23.96251 -0.87 -0.43 -0.16
O -7.92474 37.92541 18.19534 -0.95 0.38 0.74
S -9.09528 38.29933 18.96677 -1.16 0.77 0.60
O -9.43287 39.73541 19.16941 0.35 -3.60 -1.01
O -10.40156 37.43456 18.31106 0.98 2.42 1.19
C -10.19003 36.26820 17.54643 0.47 -1.46 -0.34
C -10.98590 35.07359 18.11182 -0.48 -0.05 0.11
C -9.03943 37.54831 20.64154 0.16 -0.01 -0.63
H -9.13045 36.04190 17.42733 0.15 0.01 0.56
H -10.47934 36.44977 16.51133 -0.44 0.25 0.05
H -12.01884 35.10136 17.76488 0.00 -0.01 -0.26
H -11.11616 34.98941 19.19074 0.52 0.68 0.22
H -10.57587 34.09540 17.86058 0.19 0.18 -0.52
H -7.98566 37.58645 20.91765 -0.08 0.06 0.08
H -9.40169 36.52030 20.63420 0.13 0.04 -0.37
H -9.67154 38.07267 21.35819 0.11 0.33 -0.42
O -13.22233 33.81674 27.66700 0.80 -0.15 -2.86
S -12.78346 33.77920 26.24268 -0.25 0.30 1.49
O -12.93449 34.97260 25.41691 0.70 -1.97 1.11
O -11.18618 33.38782 26.23687 0.22 0.22 0.18
C -10.55665 32.80640 27.41981 -1.22 -0.11 1.14
C -10.02098 33.89674 28.34929 -0.07 -0.39 -1.24
C -13.38025 32.26419 25.37244 -0.23 2.11 1.89
H -9.81202 32.05042 27.17059 0.05 0.38 -0.74
H -11.31947 32.26436 27.97874 -0.22 -0.09 -0.10
H -10.85597 34.58726 28.46785 0.36 0.05 0.33
H -9.18418 34.33193 27.80296 0.02 0.54 0.35
H -9.67659 33.51316 29.30969 -0.11 -0.10 -0.08
H -14.45862 32.29146 25.52894 -0.08 0.17 -0.72
H -13.04348 31.48823 26.05986 0.58 -0.31 -0.79
H -13.00889 32.45152 24.36492 -0.17 -0.90 0.08
F -13.82998 41.42190 20.90351 0.98 -0.16 -0.73
C -14.95486 42.02922 21.25263 -0.34 0.34 -0.04
C -15.31779 43.24567 20.67294 -0.25 0.09 0.96
C -16.45678 43.90585 21.18094 1.31 -0.66 -0.01
C -17.13637 43.35129 22.24585 -1.10 -1.14 -0.06
C -16.81025 42.06578 22.72970 0.94 0.39 -0.61
C -15.68693 41.39908 22.23089 -1.42 0.84 0.86
H -14.65033 43.76049 19.99779 -0.02 -0.27 -0.30
H -16.72180 44.87852 20.79355 -0.10 0.01 -0.04
H -18.05167 43.83290 22.55676 0.03 0.10 0.39
H -17.29766 41.50987 23.51697 -0.58 0.55 0.13
H -15.45462 40.47873 22.74606 0.58 -0.21 -0.55
F -12.31823 40.59731 25.26967 0.44 -1.49 0.73
C -11.88403 39.41546 25.89078 -0.06 0.62 -1.02
C -12.73739 38.76569 26.77305 0.05 2.25 -0.61
C -12.28280 37.65918 27.40676 0.24 -1.01 0.81
C -10.99461 37.20532 27.22078 -0.05 0.85 -0.81
C -10.13697 37.85316 26.28084 -1.41 -1.58 1.61
C -10.61950 38.93248 25.53714 -0.20 -0.24 0.66
H -13.64212 39.26874 27.08096 -0.33 -0.21 -0.31
H -12.91568 37.13993 28.11121 -0.17 -0.02 0.03
H -10.76856 36.33763 27.82279 0.80 0.15 -0.39
H -9.19536 37.32423 26.27634 0.51 0.68 -0.97
H -10.07058 39.37070 24.71674 0.10 0.23 0.16
F -15.82989 37.09527 27.49904 0.72 0.73 0.61
C -16.03188 35.88135 26.97269 0.15 0.58 -2.26
C -16.84429 35.02883 27.64418 -0.28 -1.67 -0.30
C -17.18445 33.85127 26.96517 0.00 -1.11 -0.45
C -16.82863 33.56687 25.63356 -0.12 1.46 0.67
C -16.12011 34.54898 24.95670 1.00 0.94 0.51
C -15.60684 35.67351 25.64173 -1.56 -0.70 0.40
H -17.18569 35.21763 28.65125 0.01 0.11 -0.02
H -17.74753 33.06851 27.45159 -0.23 0.14 0.39
H -17.15376 32.71169 25.05968 -0.21 -0.26 0.30
H -15.94100 34.46957 23.89461 0.16 -0.22 -0.17
H -15.03081 36.41275 25.10497 0.00 0.11 0.20
F -21.14982 36.09917 24.27750 -1.05 -0.79 0.72
C -20.07661 36.61143 23.72960 2.54 1.91 -2.39
C -19.11652 35.81445 23.05790 -0.10 0.75 1.23
C -17.96755 36.43757 22.51766 -1.09 0.35 -0.07
C -17.96927 37.81768 22.39213 1.23 -0.54 -0.57
C -18.95005 38.57090 22.94022 -0.14 1.78 0.16
C -19.95911 38.03571 23.64928 -1.94 -2.59 1.08
H -19.24762 34.74243 23.05539 0.21 -0.16 0.02
H -17.11400 35.90076 22.13078 -0.31 -0.53 -0.10
H -17.23006 38.35453 21.81615 0.48 -0.29 0.07
H -18.93489 39.64680 22.84747 0.12 0.19 -0.17
H -20.75160 38.63763 24.06887 -0.02 0.07 0.16
F -17.48308 35.75785 18.15230 -0.41 -1.24 -0.37
C -16.70143 36.78612 18.39169 1.20 0.80 0.66
C -17.32094 37.87119 19.04038 0.42 -0.42 -1.70
C -16.61705 39.04544 19.05553 2.05 0.86 0.04
C -15.23875 39.08368 18.71981 -0.78 -1.22 0.38
C -14.57845 37.88953 18.33241 -1.28 1.76 -1.13
C -15.32726 36.75193 18.01806 -0.90 0.65 1.56
H -18.38120 37.87982 19.24568 0.00 -0.40 0.14
H -17.07247 39.99204 19.30640 -0.25 -0.02 0.29
H -14.71420 40.02509 18.79050 0.16 -0.05 -0.02
H -13.57228 38.02141 17.96279 0.35 -0.45 0.32
H -14.79742 35.87942 17.66536 -0.51 -0.24 -0.22
F -14.76914 31.22267 22.91926 1.57 -0.71 0.94
C -15.47232 31.98282 22.09286 -2.29 0.84 -0.75
C -16.75497 31.46521 21.78337 3.49 -2.78 3.36
C -17.49306 32.01471 20.81982 -1.59 2.22 -1.86
C -17.19834 33.34659 20.57920 -1.61 0.04 -1.78
C -16.07988 34.00071 21.05353 -0.80 0.69 -0.66
C -15.10824 33.23260 21.68332 1.77 -0.47 1.16
H -16.91886 30.48278 22.20095 -0.22 -0.27 -0.10
H -18.30204 31.44480 20.38720 -0.33 0.46 -0.17
H -17.87982 33.86713 19.92269 -0.06 0.33 -0.25
H -15.80947 34.99684 20.73571 -0.20 0.14 -0.17
H -14.20462 33.76776 21.93524 0.51 -0.52 0.33
```
Forces are in eV/Å.

4.
Below is the molecule C4H8O2, with properties calculated with ωB97M-V/def2-TZVPD.

- ΔE to the lowest compared entry with this formula, charge and spin: 66.9 kJ/mol
- HOMO: -10.70 eV
- Orbital gap: 11.7 eV
- SMILES: CCCOC=O

XYZ file:
```
14
Properties=species:S:1:pos:R:3:forces:R:3
C 1.35294 -1.30531 -0.27224 0.06 0.00 -0.03
C -0.08617 -1.16399 0.22133 -0.04 -0.04 0.03
C -0.42959 0.25587 0.67446 0.13 -0.09 0.19
O -1.26616 0.86491 -0.33104 0.01 0.12 -0.09
C -1.08411 2.16346 -0.57944 0.24 0.29 0.13
O -0.26926 2.88464 -0.06414 -0.38 -0.31 -0.20
H 2.06251 -1.18420 0.55438 -0.10 0.01 -0.13
H 1.52491 -2.29102 -0.71646 -0.02 0.14 0.07
H 1.58896 -0.54758 -1.02781 -0.05 -0.11 0.08
H -0.26353 -1.86626 1.04372 0.03 0.11 -0.10
H -0.78955 -1.43525 -0.57377 0.08 0.02 0.13
H -0.99706 0.26670 1.61017 0.05 -0.01 -0.14
H 0.46173 0.87570 0.80729 -0.12 -0.13 0.01
H -1.80560 2.48233 -1.34644 0.10 0.00 0.07
```
Forces are in eV/Å.